# 1
The following is a DFT calculation (ωB97M-V with the def2-TZVPD basis set) of C29H29CoN2O4S as an isolated structure.

XYZ file:
```
66
Properties=species:S:1:pos:R:3:forces:R:3:mulliken_spin:R:1
C 2.661 -0.306 1.537 1.959 0.910 -0.791 0.064
C 2.455 -1.095 0.371 2.469 0.724 -0.818 0.089
C 1.782 -0.280 -0.599 1.596 0.130 -1.183 0.100
H 2.838 -2.098 0.223 -0.305 0.109 0.088 0.001
C 1.544 0.999 -0.017 0.889 0.709 -0.403 -0.046
C 2.119 0.995 1.290 2.178 0.513 -0.629 0.238
H 1.086 1.849 -0.515 0.055 -0.244 0.254 0.013
C -1.317 -2.009 2.033 -0.314 -0.441 -0.662 0.312
C -0.010 -2.406 1.568 -0.219 -1.010 -2.173 0.112
C -0.022 -2.250 0.122 -0.457 -1.808 1.764 0.258
H 0.746 -2.951 2.128 -0.237 0.358 -0.092 -0.007
C -1.327 -1.771 -0.261 -1.134 -0.131 0.951 0.120
C -2.079 -1.581 0.925 0.100 -0.201 -0.907 0.058
H 1.587 -0.542 -1.633 -0.104 -0.076 0.233 0.002
H 2.200 1.856 1.939 -0.398 -0.255 0.077 0.007
H 3.211 -0.631 2.413 -0.426 0.061 -0.025 0.002
H -3.114 -1.242 0.955 0.488 -0.025 0.129 0.008
H 0.651 -2.756 -0.567 -0.072 0.367 0.305 -0.012
H -1.708 -2.156 3.036 0.269 0.289 -0.133 -0.021
Co 0.727 -0.495 1.060 -4.888 -1.655 2.018 2.397
C -1.832 -1.625 -1.679 0.102 0.534 -0.058 0.103
C -3.337 -1.914 -1.715 -0.015 -0.075 -0.118 0.022
C -1.117 -2.585 -2.647 -0.114 0.034 0.131 0.032
H -3.507 -2.952 -1.396 -0.045 0.252 0.010 0.000
H -3.702 -1.780 -2.736 -0.016 -0.069 0.293 -0.001
H -3.888 -1.240 -1.051 0.034 -0.128 -0.151 0.001
H -1.278 -3.621 -2.320 0.098 0.173 -0.142 -0.009
H -0.037 -2.394 -2.707 -0.192 -0.022 0.028 -0.003
H -1.546 -2.459 -3.648 0.107 -0.073 0.180 0.003
C -1.504 -0.160 -2.078 0.055 0.087 -0.072 0.058
C -2.018 0.317 -3.430 -0.329 -0.237 -0.701 0.006
H -0.406 -0.045 -2.078 -0.447 -0.022 0.069 -0.021
H -1.892 0.543 -1.317 0.090 -0.251 -0.204 -0.006
O -2.916 -0.220 -4.080 0.736 0.498 0.614 0.000
N -1.397 1.434 -3.924 -0.111 0.350 0.262 0.000
C -0.235 2.127 -3.378 -0.274 -0.136 0.065 0.001
H -1.831 1.825 -4.751 0.121 -0.234 0.086 0.001
C 1.090 1.516 -3.806 0.218 -0.109 -0.313 0.000
C 2.275 2.155 -3.428 0.026 -0.282 -0.057 -0.001
H 2.204 3.078 -2.846 0.168 -0.263 -0.111 0.002
C 3.514 1.620 -3.787 -0.216 -0.026 -0.051 -0.002
H 4.430 2.118 -3.465 -0.257 -0.162 -0.141 0.000
C 3.574 0.453 -4.559 -0.191 0.010 0.073 0.001
H 4.540 0.040 -4.850 -0.258 0.112 0.099 0.000
C 2.393 -0.180 -4.959 -0.123 0.298 0.211 0.000
H 2.419 -1.087 -5.565 0.077 0.272 0.160 0.000
C 1.151 0.354 -4.586 0.241 0.114 0.120 0.000
H 0.227 -0.124 -4.921 0.320 0.122 0.141 0.000
H -0.287 2.153 -2.275 -0.056 0.024 -0.430 0.002
H -0.284 3.174 -3.713 0.025 -0.297 0.099 0.000
O 1.166 -1.389 4.079 -0.840 1.373 0.067 0.005
C 0.465 -0.375 3.963 0.341 -0.508 -1.842 0.024
N 0.075 0.164 2.731 -1.468 1.152 2.028 0.056
S -0.989 1.504 2.821 1.438 -1.992 0.441 0.024
O -0.356 2.671 2.251 -0.509 -0.405 0.233 0.004
O -2.302 1.112 2.361 0.579 0.549 0.280 0.001
C -0.863 1.490 4.592 -0.431 0.730 0.995 0.003
C -1.422 2.410 5.475 0.144 -0.293 0.064 -0.002
C -1.192 2.233 6.850 0.082 -0.108 -0.297 0.001
C -0.406 1.166 7.327 -0.201 0.217 -0.356 0.000
C 0.160 0.264 6.424 -0.160 0.122 -0.451 -0.001
C -0.082 0.442 5.054 -0.146 0.348 0.987 0.000
H -2.010 3.231 5.067 0.075 -0.113 0.346 0.000
H -1.625 2.941 7.556 0.115 -0.185 -0.170 0.000
H -0.241 1.054 8.401 -0.051 0.041 -0.408 0.000
H 0.788 -0.571 6.733 -0.188 0.249 -0.008 0.000
```
Forces are in eV/Å.

2S+1 = 5
HOMO level (spin up / spin down) = -6.98 / -8.79 eV
Energy relative to the best compared isomer or geometry (same formula, charge and spin) = 0.000 eV
Charge = 0



# 2
The following is a DFT calculation (ωB97M-V with the def2-TZVPD basis set) of one molecule with the formula C29H29F4NO2.

XYZ file:
```
65
Properties=species:S:1:pos:R:3:forces:R:3:lowdin_charge:R:1
C -4.176 4.690 -0.577 -0.004 -0.320 -0.080 -0.075
C -3.646 3.261 -0.629 0.180 0.306 0.207 -0.397
C -2.265 3.203 -1.278 -0.247 -0.339 -0.145 -0.151
C -1.723 1.778 -1.252 0.186 0.341 -0.152 -0.185
N -1.616 1.313 0.121 -0.012 -0.219 0.038 -0.126
C -0.886 0.051 0.187 -0.034 -0.024 0.004 -0.227
C -0.934 -0.574 1.563 -0.173 -0.172 0.012 -0.194
C -1.458 -1.848 1.741 0.019 0.280 0.035 -0.028
C -1.470 -2.441 2.991 0.040 -0.021 0.312 0.003
C -0.952 -1.739 4.063 -0.025 -0.016 -0.148 -0.275
F -0.958 -2.309 5.287 0.003 0.048 -0.087 0.055
C -0.428 -0.467 3.917 -0.027 -0.098 0.142 0.007
C -0.419 0.108 2.660 -0.097 -0.165 -0.064 -0.011
C 0.578 0.271 -0.144 0.115 -0.028 -0.234 -0.121
C 1.164 1.518 0.031 0.024 -0.033 -0.082 -0.015
C 2.501 1.725 -0.248 0.027 -0.068 0.019 0.001
C 3.297 0.674 -0.686 0.011 -0.123 0.087 -0.180
C 4.745 0.899 -1.059 0.006 0.124 -0.096 -0.240
C 4.836 1.731 -2.341 0.104 -0.091 0.123 -0.029
C 5.439 1.615 0.081 0.081 0.100 -0.010 -0.510
O 5.373 2.791 0.317 -0.026 0.186 -0.062 0.114
O 6.143 0.766 0.839 0.298 -0.554 0.271 0.122
C 2.729 -0.584 -0.816 -0.027 0.133 0.036 0.045
C 1.380 -0.793 -0.556 0.040 0.203 -0.038 -0.124
C 0.828 -2.157 -0.711 0.003 -0.195 -0.034 -0.188
C 0.059 -2.492 -1.820 0.013 -0.037 0.066 -0.011
C -0.458 -3.766 -1.956 -0.001 -0.142 0.122 0.001
C -0.199 -4.717 -0.977 0.023 -0.049 -0.007 -0.123
C -0.799 -6.087 -1.105 -0.228 -0.256 0.009 -0.588
F -2.040 -6.143 -0.573 -0.085 0.141 0.090 0.134
F -0.928 -6.483 -2.381 0.065 0.142 -0.200 0.137
F -0.086 -7.036 -0.481 0.219 0.046 0.150 0.139
C 0.575 -4.398 0.131 -0.098 -0.137 -0.179 -0.001
C 1.088 -3.121 0.257 0.013 0.024 -0.108 -0.009
C -2.941 1.252 0.711 -0.138 0.168 0.339 -0.176
C -3.540 2.654 0.769 -0.136 -0.302 -0.304 -0.150
H -3.511 5.320 0.010 0.082 0.108 0.079 0.079
H -5.163 4.714 -0.120 -0.119 0.075 0.052 0.075
H -4.249 5.107 -1.578 -0.028 0.113 -0.096 0.075
H -4.337 2.650 -1.223 0.024 -0.041 -0.001 0.141
H -1.580 3.851 -0.728 0.077 0.089 0.016 0.121
H -2.313 3.554 -2.311 0.014 0.065 -0.038 0.118
H -0.733 1.750 -1.713 -0.093 -0.040 -0.023 0.118
H -2.390 1.119 -1.840 0.060 -0.019 0.033 0.132
H -1.313 -0.678 -0.529 0.057 0.129 0.153 0.145
H -1.866 -2.385 0.898 -0.028 -0.059 -0.139 0.121
H -1.875 -3.429 3.139 -0.034 -0.114 0.049 0.120
H -0.037 0.054 4.777 0.038 0.033 0.108 0.118
H -0.016 1.099 2.524 0.084 0.142 0.006 0.121
H 0.548 2.334 0.374 -0.077 0.108 0.020 0.116
H 2.934 2.705 -0.116 0.046 0.120 0.009 0.117
H 5.236 -0.069 -1.196 -0.084 0.098 0.023 0.143
H 4.442 2.729 -2.164 -0.032 0.072 -0.007 0.084
H 4.258 1.258 -3.131 -0.028 -0.034 -0.043 0.088
H 5.870 1.820 -2.665 0.096 0.059 -0.075 0.086
H 6.564 1.235 1.578 -0.204 0.172 -0.202 0.134
H 3.333 -1.420 -1.137 0.090 -0.085 -0.041 0.130
H -0.129 -1.750 -2.582 -0.027 0.098 -0.068 0.126
H -1.056 -4.029 -2.815 -0.033 -0.019 -0.089 0.123
H 0.774 -5.146 0.883 0.025 -0.060 0.064 0.124
H 1.687 -2.862 1.116 0.047 0.050 0.111 0.130
H -2.861 0.848 1.722 -0.078 -0.001 -0.127 0.118
H -3.609 0.588 0.130 0.030 -0.021 0.046 0.134
H -2.894 3.283 1.385 0.019 0.066 0.090 0.123
H -4.523 2.608 1.239 -0.040 0.040 0.056 0.118
```
Forces are in eV/Å.

HOMO level = -8.80 eV
SMILES string = CC1CCN([C@H](c2ccc(F)cc2)c2ccc([C@@H](C)C(=O)O)cc2-c2ccc(C(F)(F)F)cc2)CC1
Charge = 0



# 3
The following is a DFT calculation (ωB97M-V with the def2-TZVPD basis set) of C29H29F8N2O2SV as an isolated structure.

XYZ file:
```
72
Properties=species:S:1:pos:R:3:forces:R:3:mulliken_spin:R:1
V 0.221 0.125 -0.502 0.484 -0.033 0.566 1.289
C -4.502 0.412 -1.370 -0.068 -0.040 -0.017 0.001
C -3.448 0.850 -0.356 -0.019 0.018 0.061 0.003
C -3.819 2.214 0.242 -0.022 0.012 0.010 0.000
C -3.226 -0.150 0.766 -0.085 -0.040 0.008 -0.021
C -4.264 -0.965 1.199 -0.019 0.051 -0.003 0.002
C -4.110 -1.792 2.301 -0.009 -0.027 -0.004 -0.003
C -2.916 -1.811 2.996 0.014 0.012 0.034 0.003
C -1.836 -1.026 2.599 -0.019 -0.069 0.012 0.007
C -0.556 -1.078 3.413 -0.033 0.007 0.003 0.003
C -0.002 -2.502 3.508 -0.039 -0.041 0.066 -0.006
C -0.777 -0.490 4.810 -0.016 0.028 0.050 0.000
C -2.014 -0.217 1.472 0.174 0.022 -0.261 0.030
N -0.908 0.565 0.960 0.085 0.069 0.078 -0.133
C -0.477 1.663 1.617 -0.209 -0.077 -0.090 0.050
C 0.555 2.365 1.060 -0.104 0.045 -0.148 0.010
C 1.221 3.561 1.384 0.046 0.045 0.077 -0.001
C 2.110 3.799 0.365 0.029 0.039 -0.005 -0.001
C 1.990 2.748 -0.581 -0.033 -0.076 0.006 -0.009
N 1.050 1.877 -0.164 0.021 0.132 0.186 -0.048
C 2.722 2.644 -1.889 -0.030 0.018 0.045 -0.009
C 2.989 1.183 -2.243 0.109 -0.034 0.000 0.037
C 4.048 3.405 -1.813 0.040 0.034 0.006 -0.003
C 1.825 3.277 -2.969 0.013 0.044 -0.036 -0.002
H -4.467 1.062 -2.246 0.005 -0.011 0.026 0.000
H -5.510 0.489 -0.958 0.034 -0.010 -0.002 0.000
H -4.353 -0.618 -1.702 -0.012 0.094 0.026 0.000
H -2.513 0.986 -0.896 0.087 -0.007 -0.036 0.010
H -4.745 2.134 0.815 0.020 0.002 -0.015 0.000
H -3.969 2.954 -0.547 0.006 -0.034 0.011 0.000
H -3.045 2.590 0.914 -0.002 -0.009 -0.005 0.000
H -5.210 -0.945 0.676 0.016 -0.005 0.020 0.000
H -4.932 -2.419 2.622 0.020 0.016 -0.007 0.000
H -2.814 -2.452 3.863 -0.002 0.022 -0.020 0.000
H 0.199 -0.464 2.924 0.052 0.041 -0.048 0.003
H -0.647 -3.131 4.126 0.019 0.018 -0.018 0.000
H 0.989 -2.495 3.967 -0.035 0.007 -0.014 0.000
H 0.077 -2.970 2.526 -0.008 0.006 0.025 0.002
H -1.529 -1.059 5.359 0.018 0.000 -0.014 0.000
H -1.121 0.547 4.766 0.008 -0.031 -0.017 0.000
H 0.150 -0.517 5.385 -0.022 -0.001 -0.025 0.000
H -0.969 1.957 2.538 0.009 -0.008 0.021 0.000
H 1.051 4.161 2.267 0.004 -0.034 -0.060 0.001
H 2.786 4.634 0.281 -0.040 -0.043 0.006 0.000
H 3.461 0.640 -1.420 0.004 0.021 0.002 -0.001
H 3.655 1.129 -3.105 -0.026 0.001 0.011 -0.001
H 2.070 0.681 -2.533 -0.127 -0.069 -0.022 -0.002
H 4.693 3.016 -1.023 -0.026 0.007 -0.021 0.000
H 3.896 4.472 -1.644 0.001 -0.044 -0.009 0.000
H 4.572 3.299 -2.763 0.001 0.007 0.018 0.000
H 0.876 2.746 -3.059 -0.005 -0.009 0.012 0.000
H 2.335 3.230 -3.934 -0.015 -0.003 0.028 0.000
H 1.618 4.324 -2.744 0.009 -0.031 -0.005 0.000
F -0.776 -2.795 -3.338 0.013 -0.008 0.045 0.000
C -1.451 -1.889 -2.648 -0.023 -0.029 -0.044 0.009
F -2.747 -2.095 -2.807 0.002 -0.047 0.048 0.000
F -1.154 -2.053 -1.328 0.006 -0.017 0.012 0.010
C -1.075 -0.457 -3.096 0.233 0.461 0.543 -0.004
O -1.279 -0.042 -4.180 -0.041 -0.100 -0.218 -0.003
O -0.524 0.276 -2.094 -0.528 -0.157 -0.798 -0.075
F 4.389 -5.165 -2.472 0.071 -0.102 -0.072 -0.001
C 3.741 -4.267 -1.759 -0.009 0.020 -0.010 -0.010
C 3.878 -4.245 -0.381 -0.023 0.041 0.007 0.003
F 4.659 -5.127 0.216 0.081 -0.095 0.064 0.000
C 3.198 -3.300 0.366 0.022 -0.029 0.025 0.001
F 3.342 -3.300 1.685 0.005 0.009 0.092 0.000
C 2.375 -2.363 -0.242 -0.050 0.069 0.128 -0.007
S 1.511 -1.191 0.749 0.102 -0.214 -0.152 -0.131
C 2.263 -2.417 -1.615 0.019 -0.039 0.000 -0.010
F 1.461 -1.520 -2.215 -0.184 0.219 -0.139 0.001
C 2.924 -3.343 -2.390 0.023 -0.022 -0.027 0.004
F 2.785 -3.351 -3.707 -0.016 0.008 -0.017 0.000
```
Forces are in eV/Å.

2S+1 = 2
HOMO level (spin up / spin down) = -11.76 / -11.86 eV
Energy relative to the best compared isomer or geometry (same formula, charge and spin) = 0.000 eV
Charge = +1



Q: Look up the charge of the first one.
A: 0



Q: Which of these has the highest charge?
A: C29H29F8N2O2SV